(1)
Formula: C54H51Cl4N4OPPdS
Source: OMol25
Level of theory: ωB97M-V/def2-TZVPD

The geometry in XYZ format:
```
117
Properties=species:S:1:pos:R:3:forces:R:3
Pd -0.804826 0.314133 0.456698 0.3422 0.0801 0.1643
C -2.618656 2.150900 3.761450 0.0070 -0.1094 0.0906
C -1.157731 1.970939 4.069020 -0.0208 0.1544 0.0773
C -0.504301 2.887244 4.890581 -0.0099 0.0082 -0.0200
C 0.817448 2.703182 5.256571 0.0123 -0.0284 -0.0171
C 1.500676 1.570201 4.838203 -0.0458 0.0097 0.0112
C 0.888436 0.630040 4.018753 0.1231 0.0563 0.0668
C 1.588087 -0.651635 3.669687 0.0310 -0.0025 -0.0342
C -0.422810 0.879212 3.612298 -0.1589 -0.2483 -0.2348
N -1.015521 -0.007535 2.636685 0.1173 0.2703 0.2509
C -1.814533 -0.936837 2.978861 -0.1678 -0.2675 -0.2988
C -2.197422 -1.276393 4.380065 -0.0016 0.0394 -0.0247
C -2.381130 -1.764116 1.837976 0.0602 0.0051 0.4264
C -3.164013 -2.999314 2.146412 0.0184 0.0364 -0.0352
N -2.105478 -1.366394 0.660839 -0.3063 -0.1294 -0.3505
C -2.434138 -2.157825 -0.500973 0.1557 0.1920 0.4614
C -1.630915 -3.260483 -0.775914 0.0711 -0.1810 -0.1313
C -0.497490 -3.685593 0.119521 0.0834 -0.0033 0.0113
C -1.912604 -3.990224 -1.927369 0.0732 -0.0548 0.0196
C -2.944541 -3.616895 -2.772468 0.0059 0.0175 0.0293
C -3.718311 -2.504798 -2.475250 0.0469 0.0136 0.0472
C -3.474938 -1.754688 -1.330295 -0.1760 -0.0346 -0.1710
C -4.338256 -0.577305 -0.985116 -0.0447 0.0334 0.0710
H -2.865300 3.200309 3.602601 0.0322 -0.0338 0.0511
H -3.223273 1.802839 4.603055 0.0055 -0.0167 0.0217
H -2.935992 1.600331 2.878265 0.0947 -0.0183 0.1370
H -1.050283 3.750124 5.251702 -0.0102 0.0001 -0.0038
H 1.310601 3.427741 5.890278 -0.0063 0.0038 0.0076
H 2.518202 1.399755 5.166026 0.0103 -0.0014 -0.0046
H 2.664104 -0.555548 3.804735 -0.0061 0.0066 -0.0002
H 1.395105 -0.948391 2.642369 -0.0034 -0.0164 -0.1029
H 1.248489 -1.462786 4.319801 -0.0084 0.0064 -0.0027
H -1.657014 -0.660151 5.092907 -0.0017 -0.0051 0.0224
H -1.996930 -2.329564 4.582689 0.0209 -0.0018 0.0018
H -3.270542 -1.125022 4.518210 0.0018 0.0219 0.0158
H -3.775930 -2.864789 3.035568 -0.0235 0.0059 -0.0199
H -2.478677 -3.828929 2.344643 -0.0130 0.0313 0.0249
H -3.793494 -3.277823 1.304821 0.0025 -0.0228 -0.0115
H -0.116644 -2.862524 0.728674 -0.1079 -0.0686 -0.0315
H 0.330027 -4.072973 -0.478716 -0.0355 -0.0107 -0.0047
H -0.804163 -4.486273 0.797682 -0.0011 0.0006 -0.0318
H -1.312827 -4.865637 -2.155172 -0.0626 0.0945 0.0079
H -3.148139 -4.196349 -3.662935 -0.0019 -0.0053 -0.0055
H -4.527508 -2.214251 -3.133609 -0.0111 0.0042 -0.0002
H -4.753340 -0.119556 -1.882479 -0.0203 -0.0093 0.0009
H -3.765634 0.179692 -0.451266 -0.0390 -0.0425 0.0024
H -5.173621 -0.869991 -0.342894 0.0054 -0.0307 -0.0075
Cl -0.793267 0.232423 -2.139202 -0.0751 0.2114 -0.2923
C -2.120021 1.283439 -2.628627 0.2467 -0.1350 0.0858
C -2.576213 1.153455 -3.923940 -0.0997 0.0750 0.0162
C -3.610289 1.980916 -4.344224 -0.0095 -0.0232 -0.0121
C -4.161946 2.910827 -3.475416 -0.0055 -0.0232 0.0147
C -3.686724 3.018440 -2.176766 0.0101 -0.0234 0.0027
C -2.647666 2.202541 -1.727732 -0.0286 0.1358 -0.1080
P -2.015613 2.333282 -0.036458 -0.1390 -0.3422 -0.0016
C -3.273762 3.234698 0.878763 -0.0299 0.1438 -0.0607
C -4.473695 2.606776 1.220321 -0.0655 0.1820 -0.1187
C -5.446942 3.304698 1.913689 0.0326 -0.0140 -0.0330
C -5.225353 4.628604 2.279126 -0.0087 -0.0029 0.0052
C -4.033919 5.253585 1.946444 0.0002 -0.0036 0.0078
C -3.054849 4.559587 1.246410 -0.0093 0.0359 -0.0007
C -0.537927 3.357989 -0.110573 0.0170 0.1138 -0.0800
C -0.222528 4.117889 -1.238301 0.0705 -0.0489 -0.0138
C 0.933048 4.883589 -1.248267 0.0091 -0.0248 0.0244
C 1.772561 4.895077 -0.139926 0.0016 0.0112 0.0071
C 1.461576 4.141947 0.984430 -0.0133 0.0030 -0.0439
C 0.310006 3.369465 0.999930 0.0772 0.0501 0.0875
H -2.137014 0.422190 -4.587717 0.0121 -0.0088 -0.0041
H -3.984389 1.891437 -5.355100 0.0029 0.0069 -0.0041
H -4.966209 3.553516 -3.805468 -0.0019 0.0009 -0.0102
H -4.128587 3.738658 -1.500570 0.0036 0.0122 -0.0048
H -4.654054 1.577332 0.945329 0.0004 -0.1066 -0.0371
H -6.379280 2.820268 2.170719 -0.0014 -0.0053 0.0037
H -5.986969 5.172112 2.821920 -0.0021 0.0007 0.0028
H -3.865143 6.284387 2.226820 0.0099 0.0053 0.0015
H -2.125746 5.054987 0.993162 -0.0183 -0.0134 -0.0140
H -0.873536 4.112737 -2.103458 -0.0099 0.0043 0.0108
H 1.176758 5.478709 -2.117816 -0.0024 -0.0003 -0.0088
H 2.669558 5.499939 -0.152506 0.0024 -0.0025 -0.0005
H 2.111589 4.152271 1.848815 0.0076 0.0054 0.0080
H 0.072459 2.794467 1.889256 -0.0460 -0.0059 -0.0163
Cl 0.369918 -6.549045 -3.344802 0.0606 -0.0358 -0.0282
C 1.593018 -5.396562 -2.920643 -0.0010 -0.0883 0.0263
C 2.718627 -5.810757 -2.222720 -0.0065 0.0461 -0.0053
C 3.684958 -4.875634 -1.893879 -0.0115 0.0136 0.0209
C 3.549867 -3.528851 -2.230622 -0.0859 -0.0077 -0.1437
C 4.630040 -2.542374 -1.840281 0.0384 -0.1708 -0.0088
C 4.453076 -2.057883 -0.401451 -0.0009 0.1638 0.1033
N 3.371182 -1.089928 -0.301136 0.2432 0.1071 -0.0833
C 3.417281 0.218609 -0.722442 -0.0063 -0.0763 0.0993
C 2.171600 0.719825 -0.513932 0.0681 -0.0041 0.1368
N 1.370090 -0.267429 0.035932 -0.2089 0.3368 -0.1016
C 2.131727 -1.335975 0.122246 -0.1658 -0.2955 0.2236
O 5.906217 -3.141835 -1.894341 -0.0571 -0.0276 -0.0703
C 6.787032 -2.536058 -2.845894 0.0178 -0.0395 -0.0208
C 6.931355 -1.057119 -2.632634 -0.0413 0.0555 -0.1225
C 7.505506 -0.482689 -1.538099 0.0598 -0.1454 0.1150
Cl 8.225452 -1.305512 -0.215905 -0.0171 0.0056 -0.0301
S 7.456891 1.223947 -1.570093 0.0042 0.1668 0.0317
C 6.647634 1.211306 -3.078065 0.0064 -0.0231 -0.0359
C 6.436623 -0.055627 -3.524319 0.0287 -0.0399 0.0435
C 2.401359 -3.159070 -2.923880 0.0565 0.1086 -0.0395
Cl 2.144242 -1.497915 -3.405576 -0.0032 -0.0696 0.0333
C 1.426450 -4.075471 -3.287904 -0.0518 0.0679 0.0202
H 2.837819 -6.851666 -1.958396 0.0126 -0.0077 0.0030
H 4.583167 -5.193511 -1.381066 0.0233 0.0049 0.0057
H 4.577918 -1.671330 -2.499414 -0.0044 -0.0530 0.0346
H 5.375656 -1.588514 -0.065757 0.0159 0.0379 -0.0349
H 4.236849 -2.891830 0.266848 0.0076 0.0001 -0.0243
H 4.320743 0.657062 -1.115142 -0.0098 0.0016 -0.0331
H 1.811001 1.719457 -0.699810 -0.0094 -0.0606 -0.0073
H 1.835761 -2.301685 0.499497 0.0463 0.0548 -0.0250
H 6.425108 -2.727370 -3.860605 0.0056 0.0070 -0.0091
H 7.737529 -3.050921 -2.719733 0.0045 0.0062 0.0176
H 6.404362 2.138787 -3.569621 -0.0084 0.0103 -0.0048
H 5.963129 -0.285760 -4.468899 -0.0104 -0.0015 -0.0048
H 0.560609 -3.758944 -3.853669 0.0248 -0.0112 0.0281
```
Forces are in eV/Å.

Results
E_HOMO (spin up / spin down) (eV): -12.55 / -12.55
Gap between HOMO and LUMO (spin up / spin down) (eV): 6.97 / 5.79
Net charge: +2
Multiplicity: 3


(2)
Formula: C54H52N4O2Sb2ScSi
Source: OMol25
Level of theory: ωB97M-V/def2-TZVPD

The geometry in XYZ format:
```
116
Properties=species:S:1:pos:R:3:forces:R:3
Sc 0.059832 0.160191 -0.189502 -0.3025 -0.2293 0.5235
C -2.154075 -1.200671 3.773486 -0.0238 -0.1008 0.0433
C -2.710525 0.205207 3.986765 -0.0351 0.0210 -0.0073
C -1.674375 1.332245 3.912882 0.0314 0.0244 0.0625
Sb -1.294608 2.018014 1.924951 0.2136 -0.1329 -0.1901
C 0.348149 3.333780 2.201310 -0.0050 0.0431 0.0324
C 1.094255 3.619561 1.058210 0.0129 0.0227 -0.0326
C 2.218431 4.431626 1.122151 -0.0229 -0.0155 0.0111
C 2.601041 4.973450 2.342816 0.0138 -0.0228 0.0067
C 1.866731 4.693445 3.489117 0.0078 -0.0141 -0.0021
C 0.747904 3.870236 3.421808 -0.0083 0.0243 0.0018
C -2.929392 3.327925 1.682537 -0.0506 0.0539 0.0330
C -3.733425 3.209164 0.552828 0.0120 -0.0116 -0.0212
C -4.824987 4.050956 0.381522 -0.0059 0.0106 -0.0001
C -5.112659 5.014424 1.336195 0.0024 0.0032 0.0084
C -4.307959 5.143756 2.461333 -0.0058 -0.0038 -0.0117
C -3.219276 4.302937 2.634144 -0.0067 -0.0064 0.0087
Sb -1.486995 -1.797303 1.812565 0.1617 0.2121 -0.0912
C -0.904625 -3.769310 2.310760 0.0066 -0.0381 0.0075
C 0.249631 -4.284551 1.724948 0.0071 -0.0098 -0.0131
C 0.677121 -5.572342 2.021764 -0.0038 0.0065 -0.0074
C -0.046849 -6.353288 2.910092 -0.0059 0.0049 0.0031
C -1.197042 -5.847280 3.501827 0.0148 -0.0093 -0.0081
C -1.624110 -4.561271 3.203911 -0.0103 -0.0004 0.0267
C -3.357070 -2.119648 0.866784 -0.0247 -0.0538 -0.0427
C -3.908292 -3.387459 0.707370 -0.0335 0.0086 0.0017
C -5.090531 -3.553246 -0.005824 0.0015 0.0044 0.0021
C -5.726671 -2.456581 -0.568337 0.0084 0.0027 -0.0014
C -5.180490 -1.188392 -0.418649 -0.0091 0.0119 0.0037
C -3.999241 -1.024025 0.289472 -0.0062 0.0243 0.0192
H -2.919959 -1.937042 4.024607 -0.0001 0.0248 0.0240
H -1.310852 -1.379823 4.445661 0.0146 0.0037 -0.0178
H -3.153547 0.223848 4.986770 -0.0056 0.0059 -0.0085
H -3.545130 0.395362 3.303053 0.0165 0.0101 -0.0277
H -0.725127 1.021247 4.356611 -0.0062 -0.0048 -0.0101
H -2.022570 2.203948 4.470160 0.0031 -0.0143 0.0011
H 0.799248 3.230604 0.085878 0.0061 -0.0133 0.0209
H 2.778860 4.637565 0.217546 0.0015 0.0083 0.0144
H 3.469149 5.617590 2.401624 -0.0056 -0.0017 0.0006
H 2.161371 5.122557 4.438629 0.0014 -0.0037 -0.0055
H 0.186567 3.666041 4.326911 0.0048 -0.0150 -0.0026
H -3.501741 2.472217 -0.208997 0.0030 0.0025 0.0044
H -5.445230 3.957271 -0.500394 -0.0013 0.0011 0.0028
H -5.962147 5.671283 1.202677 0.0032 -0.0022 -0.0016
H -4.527845 5.901968 3.201534 0.0001 -0.0008 -0.0022
H -2.592862 4.421683 3.511900 -0.0002 -0.0047 -0.0059
H 0.824834 -3.684204 1.027298 -0.0036 0.0016 -0.0009
H 1.573059 -5.963550 1.557329 -0.0027 -0.0022 0.0036
H 0.283314 -7.357286 3.142385 -0.0003 0.0043 -0.0013
H -1.762476 -6.455738 4.195680 -0.0012 0.0028 -0.0037
H -2.526168 -4.185591 3.673772 0.0099 0.0034 -0.0127
H -3.419547 -4.256677 1.130601 0.0164 0.0001 0.0034
H -5.512582 -4.543545 -0.121234 0.0013 0.0037 -0.0035
H -6.644071 -2.588554 -1.126888 0.0004 0.0011 0.0042
H -5.670451 -0.328930 -0.858551 -0.0017 -0.0024 -0.0026
H -3.574047 -0.027473 0.378816 0.0053 -0.0071 0.0023
O -1.101324 1.331675 -1.386332 -0.0857 0.2521 -0.2728
N -1.740726 0.797511 -2.380136 -0.0351 -0.0522 0.0213
N -1.715473 -0.460070 -2.317442 0.0580 -0.0382 -0.0201
O -1.126410 -1.061371 -1.308168 0.0339 -0.1502 -0.1026
C -2.334470 -1.267217 -3.332624 -0.0194 0.0710 0.0084
C -2.351513 -0.808456 -4.638064 -0.0200 -0.0650 -0.0222
C -2.953382 -1.605317 -5.599227 0.0257 0.0262 -0.0036
C -3.506610 -2.828553 -5.248668 -0.0125 -0.0248 0.0101
C -3.468379 -3.265349 -3.930310 -0.0168 -0.0059 0.0013
C -2.877616 -2.482243 -2.952660 0.0119 0.0259 -0.0114
H -1.881825 0.129260 -4.897142 0.0054 0.0173 0.0162
H -2.971888 -1.275710 -6.629249 0.0000 0.0044 0.0068
H -3.965294 -3.447614 -6.008278 -0.0022 0.0001 0.0078
H -3.905004 -4.217107 -3.658499 0.0049 -0.0010 -0.0049
H -2.841011 -2.792801 -1.917179 0.0019 -0.0144 -0.0082
C 6.039810 -1.915240 -0.115965 0.0043 -0.0008 -0.0009
C 5.658084 -0.654983 0.328524 0.0025 -0.0026 0.0235
C 4.523037 -0.048154 -0.189863 -0.0212 0.0039 0.0178
C 3.750492 -0.665089 -1.181609 0.0479 0.0003 -0.0476
C 4.165374 -1.922264 -1.625227 -0.0485 -0.0272 0.0065
C 5.288102 -2.546634 -1.094786 -0.0046 0.0008 -0.0051
Si 2.204732 0.205304 -1.850724 -0.0244 0.1101 0.0413
C 2.722335 1.988681 -2.249067 -0.0123 -0.0028 -0.0031
C 4.055295 2.400941 -2.324756 0.0550 -0.0317 -0.0018
C 4.391659 3.719172 -2.605269 -0.0111 0.0314 -0.0024
C 3.396981 4.662324 -2.823726 -0.0067 -0.0081 0.0073
C 2.064319 4.275717 -2.766772 0.0287 0.0041 -0.0014
C 1.737914 2.957039 -2.480674 -0.0200 -0.0070 0.0022
C 1.680577 -0.629627 -3.467275 0.0153 0.0083 -0.0339
C 1.197607 -1.944011 -3.457492 0.0030 -0.0147 0.0170
C 0.791907 -2.580559 -4.620930 -0.0047 0.0049 -0.0030
C 0.839655 -1.901787 -5.831446 -0.0242 0.0133 0.0030
C 1.294572 -0.591642 -5.865034 0.0069 -0.0124 -0.0155
C 1.712654 0.034146 -4.696436 0.0308 0.0070 0.0016
H 6.928122 -2.389113 0.281849 -0.0027 0.0040 0.0000
H 6.266345 -0.139602 1.063644 -0.0024 0.0044 0.0118
H 4.253912 0.951089 0.145897 -0.0030 -0.0280 0.0269
H 3.611405 -2.421201 -2.412389 0.0173 -0.0014 0.0093
H 5.586926 -3.520044 -1.463028 0.0024 0.0023 0.0008
H 4.851868 1.681979 -2.167503 -0.0286 0.0206 -0.0248
H 5.433755 4.008646 -2.661780 -0.0036 -0.0017 -0.0004
H 3.657833 5.689667 -3.044029 0.0010 -0.0041 -0.0047
H 1.279491 5.000328 -2.945604 0.0015 0.0012 -0.0005
H 0.689597 2.678277 -2.443733 -0.0088 -0.0042 -0.0036
H 1.135780 -2.489306 -2.519315 -0.0191 0.0133 0.0082
H 0.430171 -3.601023 -4.582639 0.0019 0.0039 -0.0038
H 0.519244 -2.391604 -6.742414 0.0062 0.0019 0.0025
H 1.338041 -0.057370 -6.806255 -0.0039 -0.0011 0.0048
H 2.084425 1.051594 -4.747836 -0.0153 -0.0009 0.0126
C 3.923334 -1.080391 3.541580 0.0334 0.0065 -0.0168
N 3.363026 0.207334 3.110000 -0.0342 0.0463 -0.0217
C 4.169442 1.431287 3.206511 -0.0230 -0.0321 0.0108
C 2.355998 0.193372 2.285394 0.0078 -0.0742 0.0150
N 1.429594 0.168082 1.589632 0.1182 0.0596 0.0360
H 4.571295 -0.887636 4.392829 -0.0153 -0.0053 0.0239
H 4.499142 -1.549045 2.742637 0.0086 0.0222 -0.0108
H 3.116670 -1.739624 3.856046 0.0081 -0.0111 -0.0235
H 4.592081 1.477352 4.207770 -0.0121 0.0159 0.0119
H 3.524806 2.293952 3.052145 -0.0021 0.0353 -0.0213
H 4.973593 1.436669 2.470430 0.0078 -0.0272 -0.0154
```
Forces are in eV/Å.

Results
E_HOMO (eV): -9.39
Gap between HOMO and LUMO (eV): 7.04
Net charge: +1


Q: Among the records above, which one has the lowest net charge?
A: C54H52N4O2Sb2ScSi


Q: Number 1 is which compound?
A: C54H51Cl4N4OPPdS